C52H121N5O16 | ωB97M-V/def2-TZVPD

Structure (XYZ):
```
194
Properties=species:S:1:pos:R:3
C -1.17079 -5.35262 -1.06222
C -0.67709 -3.97219 -1.19437
O -1.27149 -3.25876 -0.16662
H -2.22054 -5.46355 -1.33392
H -1.11775 -5.66182 -0.01834
H -0.60570 -5.96757 -1.76266
H -0.92450 -3.54089 -2.16435
H 0.40935 -3.88533 -1.17982
H -1.02911 -2.36038 -0.40276
C 0.49588 3.24736 7.62912
C 0.94936 1.86086 7.15669
O 0.49250 0.83025 8.03587
H 0.89769 3.34510 8.63763
H -0.58521 3.37172 7.69155
H 0.85429 4.08043 7.02444
H 2.02314 1.68321 7.09728
H 0.58607 1.53548 6.18188
H 0.24330 0.04283 7.54652
C -3.91999 -4.38920 -3.89028
C -3.16396 -5.60988 -4.43684
O -3.52347 -6.08413 -5.72988
H -3.70075 -3.50489 -4.48864
H -3.68684 -4.15035 -2.85265
H -4.96631 -4.61135 -4.09996
H -3.20702 -6.43307 -3.72367
H -2.12696 -5.33989 -4.63642
H -3.17328 -6.97561 -5.79487
C 2.06415 -6.87404 -0.70952
C 2.42539 -6.36009 -2.09653
O 3.24859 -5.20703 -2.02576
H 1.81439 -6.06609 -0.02182
H 2.87947 -7.45317 -0.27598
H 1.18691 -7.51885 -0.65688
H 1.51193 -6.03479 -2.59440
H 2.77786 -7.12949 -2.78348
H 4.10169 -5.59159 -1.81141
C -5.42334 0.07025 -2.86899
C -4.19842 -0.81282 -2.93774
O -3.22356 0.03559 -3.42917
H -6.32006 -0.49451 -2.61398
H -5.67121 0.41495 -3.87290
H -5.34083 0.87400 -2.13736
H -4.34761 -1.73505 -3.49928
H -3.86847 -1.12470 -1.94679
H -3.14631 0.72505 -2.76564
C -5.59113 3.07579 0.64676
C -4.54096 2.92083 1.78800
O -3.28883 2.74636 1.22721
H -6.50335 3.55624 1.00046
H -5.95275 2.19737 0.11223
H -5.28773 3.79324 -0.11569
H -4.80005 2.07681 2.42721
H -4.46111 3.83342 2.37869
H -2.67694 3.36136 1.63828
C -1.40141 3.22157 -2.58520
C -2.90028 3.13974 -2.26871
O -3.17089 1.99513 -1.48524
H -1.13184 4.06079 -3.22642
H -1.11581 2.27685 -3.04783
H -0.90439 3.20753 -1.61522
H -3.45733 3.09115 -3.20436
H -3.15912 4.03748 -1.70731
H -3.23269 2.22021 -0.55404
C 1.68158 -4.06909 -4.91342
C 2.31589 -2.82025 -4.38760
O 2.48076 -2.82853 -3.00211
H 0.63464 -4.19569 -4.63775
H 2.17207 -4.98129 -4.57370
H 1.69088 -4.06797 -6.00338
H 1.70176 -1.97287 -4.69237
H 3.32618 -2.73776 -4.78837
H 3.03095 -3.56407 -2.72306
C -0.47892 4.95943 0.91465
C -1.34531 5.37270 2.14552
O -1.73959 4.13884 2.74209
H 0.31502 5.67763 0.70984
H -1.10523 4.95051 0.02259
H 0.09028 4.03981 1.05028
H -2.18710 5.99537 1.84259
H -0.87772 6.02509 2.88297
H -2.23539 4.30853 3.54645
C 1.67295 -3.96052 2.40119
C 0.33913 -3.47114 2.90757
O -0.66175 -4.25459 2.31097
H 2.50505 -3.56284 2.98219
H 1.85667 -3.72599 1.35269
H 1.72985 -5.04900 2.39253
H 0.26916 -2.41048 2.66631
H 0.19749 -3.62292 3.97761
H -0.91460 -3.84692 1.47942
C -3.64650 3.13887 -7.37000
C -2.89142 2.07519 -6.54152
O -3.84784 1.25582 -5.92646
H -2.94646 3.69756 -7.99122
H -4.21973 3.85051 -6.77580
H -4.36591 2.62931 -8.01100
H -2.20080 2.58129 -5.86698
H -2.24648 1.42647 -7.13424
H -3.60023 0.88105 -5.07803
C -0.51734 -1.84671 -7.04503
C -1.26573 -1.72921 -5.71329
O -1.08886 -0.48556 -5.13504
H -0.59880 -2.79641 -7.57374
H 0.55292 -1.82226 -6.83999
H -0.63980 -1.13006 -7.85714
H -0.90558 -2.52013 -5.05537
H -2.33687 -1.84941 -5.87550
H -1.74352 -0.22323 -4.48374
C -3.45600 -0.58811 2.63613
C -4.71219 -1.01817 3.37120
O -4.33405 -1.73862 4.55870
H -3.67123 -0.20754 1.63767
H -2.70752 -1.37476 2.54085
H -2.98313 0.22530 3.18646
H -5.35338 -1.67420 2.78247
H -5.28558 -0.11458 3.57819
H -3.99041 -2.58303 4.25789
C 2.29525 2.91634 -0.46151
C 3.34277 3.91249 -0.00061
O 2.80865 4.86909 0.85312
H 1.55048 3.37804 -1.10978
H 1.80720 2.43000 0.38311
H 2.84146 2.13805 -0.99444
H 3.70653 4.52192 -0.82788
H 4.12928 3.41652 0.56817
H 2.65475 4.45538 1.70562
C -2.68146 2.19241 5.30585
C -2.69320 3.65370 5.71544
O -3.55354 4.45183 4.90304
H -2.01375 1.59610 5.92769
H -2.28745 2.04831 4.29982
H -3.69168 1.79263 5.39375
H -1.65716 3.97416 5.60575
H -2.84370 3.62162 6.79453
H -4.43190 4.24670 5.23171
C 3.31789 1.27205 -4.55773
C 1.90552 0.87021 -4.23785
O 1.23097 0.82701 -5.49453
H 3.27244 2.12620 -5.23334
H 3.88383 0.45393 -5.00325
H 3.91107 1.47164 -3.66532
H 1.45259 1.60442 -3.57159
H 1.67425 0.00132 -3.62169
H 0.38521 0.39707 -5.34813
N 6.03388 -2.12149 4.40886
C 5.34875 -3.07698 3.76785
C 4.88351 -2.52982 2.54646
C 5.09096 -1.12952 2.60492
C 5.83061 -0.92664 3.73111
H 6.55236 -2.23473 5.26821
H 5.17591 -4.03331 4.23897
H 4.35799 -3.04280 1.75458
H 4.64673 -0.39263 1.95219
H 6.35728 -0.11313 4.20777
N 1.56338 4.62929 4.28140
C 2.93461 4.63811 4.03702
C 3.35611 3.37500 3.87164
C 2.21528 2.65044 3.60758
C 1.15291 3.38583 4.00634
H 0.96293 5.38305 4.58373
H 3.48996 5.55717 4.15237
H 4.31701 2.88459 3.82103
H 2.27883 1.59919 3.36836
H 0.10459 3.14334 4.09921
N 1.23295 -1.19492 -0.78466
C 0.00055 -0.76747 -1.15699
C -0.57416 -0.11306 -0.09591
C 0.31338 -0.24102 1.03911
C 1.39480 -0.90901 0.51604
H 1.95970 -1.61427 -1.34688
H -0.19983 -0.68724 -2.21520
H -1.51639 0.41016 -0.16536
H 0.23050 0.23430 2.00534
H 2.39536 -1.11846 0.86448
N 1.33531 -1.67601 6.64885
C 0.03787 -1.98677 6.94664
C -0.76745 -1.58556 5.95779
C -0.00150 -0.95995 4.99484
C 1.32783 -1.06999 5.40468
H 2.14477 -1.89256 7.21274
H -0.16891 -2.45102 7.89959
H -1.84743 -1.57894 5.95757
H -0.35895 -0.43797 4.11953
H 2.24956 -0.69306 4.98667
N 7.66723 3.68050 -2.40660
C 6.60713 3.54913 -1.49107
C 5.98625 2.33844 -1.74156
C 6.70788 1.72690 -2.73946
C 7.71174 2.57348 -3.21022
H 8.32489 4.44694 -2.41919
H 6.42012 4.34568 -0.78614
H 5.19280 1.89238 -1.16030
H 6.46990 0.73599 -3.09706
H 8.51664 2.40813 -3.91107
```

Values from the calculation:
Molecular weight ... 1072.559 g/mol
HOMO level ... -8.07 eV
Total energy ... -3531.25660 hartree

Here are the Löwdin charges for atoms 1 to 2, given in e: -0.071 -0.347